Entry 1:
50
Properties=species:S:1:pos:R:3 method="wB97M-V/def2-TZVPD" lumo_ev=-0.8 homo_ev=-7.771 charge=0 e_tot_ha=-2094.34564 e_above_lowest_kj_mol=0.0 mol_weight_g_mol=444.5 homo_lumo_gap_ev=7.02
C 2.042 4.839 3.433
O 1.289 3.698 3.788
C 0.686 2.916 2.868
C -0.027 1.844 3.412
C -0.705 0.945 2.627
C -0.702 1.086 1.233
C -1.385 0.115 0.441
C -1.497 -0.016 -0.903
S -0.896 1.014 -2.187
C -1.402 -0.120 -3.429
S -1.234 0.121 -5.029
N -1.975 -1.213 -2.855
C -2.231 -2.429 -3.601
C -0.906 -3.143 -3.943
C 0.168 -2.757 -2.926
O 1.105 -2.052 -3.222
N -0.079 -3.229 -1.672
C 0.445 -2.750 -0.462
C 1.502 -1.849 -0.396
C 1.898 -1.358 0.836
C 1.268 -1.747 2.000
C 0.218 -2.659 1.935
O -0.400 -3.016 3.093
C -0.186 -3.162 0.708
C -2.111 -1.207 -1.478
O -2.646 -2.110 -0.864
C 0.011 2.159 0.683
C 0.706 3.065 1.461
O 1.417 4.106 0.931
C 1.479 4.242 -0.471
H 2.908 4.576 2.823
H 1.435 5.573 2.901
H 2.377 5.260 4.380
H -0.021 1.749 4.487
H -1.235 0.124 3.082
H -1.871 -0.681 0.995
H -2.773 -2.177 -4.515
H -2.866 -3.043 -2.957
H -0.548 -2.814 -4.919
H -1.055 -4.222 -3.964
H -0.900 -3.809 -1.553
H 1.994 -1.531 -1.298
H 2.712 -0.651 0.884
H 1.565 -1.359 2.961
H -1.108 -3.645 2.905
H -1.019 -3.850 0.656
H 0.020 2.272 -0.387
H 2.113 5.110 -0.646
H 1.928 3.363 -0.942
H 0.490 4.423 -0.903

=====

Entry 2:
48
Properties=species:S:1:pos:R:3 method="wB97M-V/def2-TZVPD" lumo_ev=0.5 homo_ev=-7.934 charge=0 smiles="COc1ccc(-c2c3c(=O)n(C)c(=O)n(C)c3cn2Cc2cccnc2)cc1" e_tot_ha=-1257.03419 e_above_lowest_kj_mol=68.9 mol_weight_g_mol=376.4 homo_lumo_gap_ev=8.47
C -4.914 3.616 0.566
O -3.819 3.521 1.444
C -2.862 2.587 1.194
C -2.840 1.741 0.090
C -1.810 0.832 -0.066
C -0.780 0.749 0.865
C 0.291 -0.225 0.678
C 0.182 -1.600 0.490
C -0.962 -2.478 0.450
O -2.127 -2.149 0.549
N -0.601 -3.815 0.273
C -1.668 -4.800 0.218
C 0.678 -4.338 0.143
O 0.852 -5.530 -0.010
N 1.727 -3.454 0.193
C 3.079 -3.945 0.064
C 1.499 -2.112 0.371
C 2.362 -1.053 0.478
N 1.614 0.080 0.680
C 2.178 1.411 0.647
C 2.223 1.909 -0.777
C 1.148 2.595 -1.330
C 1.211 2.983 -2.658
C 2.350 2.665 -3.384
N 3.377 2.014 -2.867
C 3.312 1.647 -1.601
C -0.816 1.589 1.978
C -1.838 2.498 2.139
H -5.557 4.391 0.979
H -5.469 2.674 0.514
H -4.598 3.908 -0.441
H -3.622 1.773 -0.652
H -1.802 0.176 -0.921
H -1.636 -5.328 -0.735
H -2.610 -4.269 0.329
H -1.544 -5.526 1.021
H 3.565 -3.485 -0.798
H 3.650 -3.717 0.965
H 3.028 -5.023 -0.075
H 3.430 -1.010 0.435
H 3.186 1.368 1.067
H 1.562 2.079 1.251
H 0.278 2.819 -0.730
H 0.396 3.519 -3.118
H 2.449 2.942 -4.425
H 4.180 1.120 -1.225
H -0.056 1.505 2.742
H -1.877 3.146 3.000

=====

Entry 3:
51
Properties=species:S:1:pos:R:3 method="wB97M-V/def2-TZVPD" lumo_ev=-1.6 homo_ev=-9.130 charge=0 smiles="c1ccc(Cc2nnc(CCCCSc3nnco3)nn2)cc1.O=C1C=CC(=O)C=C1" e_tot_ha=-1764.52325 e_above_lowest_kj_mol=581.9 mol_weight_g_mol=436.5 homo_lumo_gap_ev=7.50
C 2.060 2.444 2.466
C 0.795 2.190 2.935
C -0.302 2.052 2.090
C -0.066 2.198 0.719
C -1.123 2.049 -0.424
C -0.524 1.008 -1.370
N -0.331 -0.201 -0.841
N 0.227 -1.091 -1.637
C 0.526 -0.662 -2.866
C 1.224 -1.674 -3.774
C 2.612 -1.041 -4.180
C 3.796 -2.013 -3.923
C 4.405 -1.775 -2.508
S 4.986 -3.339 -1.750
C 3.453 -4.149 -1.397
N 2.736 -4.096 -0.333
N 1.644 -4.896 -0.625
C 1.766 -5.362 -1.800
O 2.936 -4.928 -2.378
N 0.296 0.531 -3.407
N -0.266 1.424 -2.609
C 1.215 2.481 0.261
C 2.295 2.614 1.113
H 2.915 2.520 3.138
H 0.687 2.062 4.013
H -1.298 1.843 2.476
H -1.160 3.036 -0.902
H -2.110 1.750 -0.055
H 0.607 -1.894 -4.650
H 1.479 -2.572 -3.198
H 2.797 -0.169 -3.534
H 2.572 -0.675 -5.212
H 3.537 -3.062 -4.098
H 4.587 -1.729 -4.636
H 3.622 -1.366 -1.852
H 5.228 -1.053 -2.525
H 1.084 -6.003 -2.341
H 1.404 2.592 -0.810
H 3.280 2.809 0.695
O -6.477 1.440 6.514
C -5.937 1.473 5.430
C -5.602 2.762 4.775
C -5.012 2.798 3.583
C -4.662 1.551 2.860
O -4.122 1.584 1.774
C -4.997 0.263 3.513
C -5.587 0.227 4.705
H -5.864 3.661 5.319
H -4.759 3.727 3.089
H -4.735 -0.636 2.969
H -5.839 -0.703 5.199

=====

Entry 4:
61
Properties=species:S:1:pos:R:3 method="wB97M-V/def2-TZVPD" lumo_ev=4.4 homo_ev=-1.841 charge=-2 e_tot_ha=-3129.43592 e_above_lowest_kj_mol=265.4 mol_weight_g_mol=819.5 homo_lumo_gap_ev=6.24
Cd -0.495 -0.437 1.313
O 1.892 0.756 -3.232
C 0.718 0.229 -2.705
O 0.426 1.035 -1.590
C 0.951 -1.236 -2.303
C 1.656 -2.021 -3.207
C 1.913 -3.337 -2.876
C 1.469 -3.817 -1.658
C 0.763 -2.965 -0.820
N 0.505 -1.696 -1.144
C 0.265 -3.511 0.525
O 0.602 -4.670 0.797
O -0.458 -2.744 1.219
H 2.522 0.787 -2.470
H 1.993 -1.587 -4.138
H 2.464 -3.976 -3.558
H 1.651 -4.826 -1.316
F -2.543 2.126 6.040
C -2.282 0.922 6.531
F -1.223 1.069 7.376
F -3.333 0.622 7.358
C -2.058 -0.175 5.537
C -2.185 -1.460 6.042
C -1.961 -2.567 5.243
C -1.612 -2.324 3.921
N -1.488 -1.104 3.427
C -1.664 0.019 4.181
S -1.327 1.475 3.364
H -2.463 -1.590 7.082
H -2.049 -3.576 5.623
H -1.407 -3.126 3.221
C 0.430 0.893 -5.881
C -0.270 1.312 -4.603
O -0.287 0.249 -3.654
P -0.894 1.593 -0.876
O -0.451 2.279 0.356
Te -2.586 -0.049 -0.500
O -1.415 2.647 -1.997
C -2.517 3.477 -1.621
C -3.672 3.244 -2.573
H 0.288 1.653 -6.655
H 0.017 -0.053 -6.240
H 1.498 0.764 -5.704
H -1.321 1.531 -4.795
H 0.185 2.203 -4.171
H -2.181 4.515 -1.665
H -2.818 3.274 -0.591
H -3.330 3.338 -3.607
H -4.462 3.980 -2.397
H -4.080 2.242 -2.431
O 1.465 -0.402 2.665
C 2.251 -0.033 1.788
C 3.721 0.281 2.005
C 4.146 0.783 0.624
C 2.886 0.577 -0.233
O 2.880 0.811 -1.447
N 1.854 0.136 0.512
H 4.229 -0.634 2.315
H 3.822 1.009 2.809
H 4.979 0.240 0.176
H 4.394 1.846 0.609

=====

Entry 5:
49
Properties=species:S:1:pos:R:3 method="wB97M-V/def2-TZVPD" lumo_ev=0.4 homo_ev=-8.703 charge=0 smiles="COc1cc(OC)c(C2=NO[C@H](C(=O)N3CCc4ccccc4C3)C2)cc1Cl" e_tot_ha=-1683.40495 e_above_lowest_kj_mol=376.9 mol_weight_g_mol=400.9 homo_lumo_gap_ev=9.13
C 2.626 5.308 -3.462
O 2.861 3.897 -3.631
C 1.855 3.075 -3.198
C 1.671 2.899 -1.807
C 0.702 2.017 -1.307
O 0.433 1.891 0.055
C 1.188 2.720 0.979
C -0.033 1.258 -2.248
C -1.115 0.370 -1.803
N -2.111 0.702 -1.048
O -2.981 -0.437 -0.935
C -2.416 -1.589 -1.567
C -2.156 -2.802 -0.631
O -2.325 -3.873 -1.190
N -1.720 -2.761 0.718
C -1.754 -3.973 1.581
C -0.396 -4.079 2.368
C -0.089 -2.810 3.137
C 0.712 -2.827 4.285
C 0.971 -1.592 4.915
C 0.524 -0.388 4.394
C -0.279 -0.378 3.274
C -0.603 -1.578 2.634
C -1.479 -1.492 1.400
C -1.174 -1.066 -2.225
C 0.214 1.400 -3.674
C 1.149 2.321 -4.094
Cl 1.567 2.457 -5.776
H 2.755 5.749 -4.436
H 3.369 5.740 -2.725
H 1.596 5.500 -3.111
H 2.353 3.455 -1.157
H 0.772 2.590 1.970
H 1.095 3.764 0.670
H 2.224 2.366 0.988
H -3.075 -1.933 -2.325
H -2.621 -3.920 2.249
H -1.879 -4.881 1.028
H -0.398 -4.953 3.020
H 0.444 -4.221 1.660
H 1.090 -3.760 4.737
H 1.598 -1.558 5.798
H 0.783 0.559 4.847
H -0.619 0.567 2.918
H -0.963 -0.830 0.720
H -2.432 -1.025 1.631
H -1.262 -1.102 -3.301
H -0.286 -1.598 -1.921
H -0.385 0.820 -4.403

=====

Entry 6:
50
Properties=species:S:1:pos:R:3 method="wB97M-V/def2-TZVPD" lumo_ev="0.0 / 0.0" homo_ev="-8.403 / -8.362" charge=0 e_tot_ha=-3024.78258 multiplicity=2 mol_weight_g_mol=458.4 homo_lumo_gap_ev="8.38 / 8.34"
Co -0.445 -0.090 0.180
O 1.465 0.044 -2.447
C 1.192 0.681 -1.308
O 1.696 0.408 -0.231
C 0.273 1.870 -1.516
O -0.561 1.965 -0.355
C -1.950 2.160 -0.704
C -2.574 0.877 -1.280
O -3.596 0.990 -1.922
O -1.942 -0.224 -1.004
H 2.062 -0.691 -2.239
H -0.315 1.702 -2.418
H 0.860 2.786 -1.612
H -2.048 2.979 -1.415
H -2.450 2.423 0.228
C -0.106 4.944 2.586
C 0.078 4.471 4.028
C -1.090 5.011 4.865
C 1.398 5.045 4.561
C 0.113 2.947 4.131
C 0.256 2.345 5.398
C 0.304 0.977 5.566
C 0.203 0.172 4.435
S 0.230 -1.564 4.290
C 0.044 -1.405 2.578
N -0.032 -0.178 2.149
C 0.056 0.747 3.175
C 0.015 2.132 3.020
C -0.025 -2.471 1.578
C 0.135 -3.826 1.844
C 0.105 -4.721 0.787
C -0.085 -4.250 -0.510
C -0.256 -2.891 -0.760
C -0.229 -1.974 0.282
H -0.134 6.035 2.565
H -1.042 4.579 2.158
H 0.717 4.619 1.947
H -1.131 6.099 4.792
H -0.987 4.749 5.918
H -2.040 4.607 4.509
H 1.386 6.135 4.496
H 2.243 4.675 3.977
H 1.563 4.773 5.603
H 0.336 2.971 6.277
H 0.418 0.545 6.551
H -0.082 2.530 2.019
H 0.288 -4.178 2.858
H 0.228 -5.781 0.966
H -0.116 -4.954 -1.333
H -0.451 -2.554 -1.772

=====

Entry 7:
47
Properties=species:S:1:pos:R:3 method="wB97M-V/def2-TZVPD" lumo_ev=2.7 homo_ev=-3.387 charge=-1 e_tot_ha=-3015.82056 mol_weight_g_mol=411.0 homo_lumo_gap_ev=6.09
Cu -1.867 0.156 -0.222
S -4.403 -1.652 0.114
C -4.702 0.040 0.065
C -6.020 0.598 0.089
C -6.223 1.955 0.101
C -5.120 2.819 0.090
C -3.875 2.238 0.039
N -3.653 0.906 0.011
H -6.848 -0.098 0.102
H -7.230 2.358 0.120
H -5.226 3.898 0.114
H -2.982 2.855 0.009
C -0.234 -1.385 3.555
C 0.753 -2.221 3.058
C 0.941 -2.316 1.689
C 0.147 -1.565 0.820
N -0.846 -0.812 1.311
C -1.027 -0.721 2.632
C 0.362 -1.480 -0.671
C 1.306 -2.312 -1.289
C 1.552 -2.203 -2.652
C 0.841 -1.255 -3.388
C -0.113 -0.453 -2.758
C -0.407 -0.525 -1.382
H -0.396 -1.257 4.620
H 1.376 -2.797 3.733
H 1.711 -2.967 1.298
H -1.864 -0.102 2.953
H 1.842 -3.073 -0.724
H 2.273 -2.849 -3.133
H 1.014 -1.165 -4.460
H -0.652 0.267 -3.368
C 4.247 2.043 0.349
C 3.140 1.077 -0.100
C 3.357 -0.302 0.524
C 3.101 0.958 -1.633
C 1.832 1.638 0.347
N 0.795 2.026 0.675
H 5.220 1.657 0.023
H 4.256 2.146 1.435
H 4.099 3.032 -0.088
H 4.345 -0.672 0.234
H 2.598 -1.001 0.169
H 3.300 -0.257 1.615
H 4.056 0.561 -1.987
H 2.930 1.930 -2.096
H 2.299 0.282 -1.944

=====

Entry 8:
65
Properties=species:S:1:pos:R:3 method="wB97M-V/def2-TZVPD" lumo_ev="-3.5 / -6.5" homo_ev="-12.355 / -12.725" charge=+1 e_tot_ha=-3737.55414 multiplicity=5 e_above_lowest_kj_mol=0.0 mol_weight_g_mol=807.9 homo_lumo_gap_ev="8.89 / 6.27"
Pd 0.032 -0.222 -1.079
F 5.184 -0.853 -2.605
C 4.197 -0.042 -2.246
C 2.908 -0.298 -2.684
C 1.958 0.560 -2.177
C 2.188 1.726 -1.461
C 3.516 1.910 -1.064
F 3.821 2.958 -0.290
C 4.519 1.046 -1.438
C 1.070 2.641 -1.145
C 1.190 4.022 -1.181
C 0.054 4.792 -0.994
C -1.166 4.162 -0.797
C -1.199 2.781 -0.755
N -0.101 2.036 -0.890
H 2.678 -1.143 -3.319
H 5.539 1.208 -1.120
H 2.149 4.477 -1.378
H 0.117 5.871 -1.026
H -2.081 4.725 -0.683
H -2.128 2.248 -0.617
F -4.061 1.527 -2.597
C -3.973 0.392 -1.917
F -3.780 0.692 -0.620
F -5.083 -0.296 -2.043
S -2.519 -0.575 -2.556
O -1.490 0.435 -2.795
O -3.033 -1.361 -3.617
N -1.891 -1.357 -1.309
S -2.447 -2.803 -0.795
O -3.847 -2.729 -0.555
O -1.515 -3.208 0.214
C -2.203 -4.011 -2.214
F -1.267 -3.578 -3.043
F -3.341 -4.177 -2.858
F -1.822 -5.164 -1.679
C -2.342 1.230 3.476
C -2.138 0.832 2.007
P -0.516 0.066 1.699
C 0.734 1.225 2.326
C 2.203 0.908 2.078
C -0.531 -1.512 2.608
C 0.667 -1.770 3.515
H -3.368 1.567 3.617
H -1.682 2.046 3.764
H -2.175 0.394 4.155
H -2.262 1.701 1.362
H -2.881 0.093 1.695
H 0.538 1.292 3.402
H 0.454 2.194 1.902
H 2.546 0.095 2.713
H 2.802 1.790 2.302
H 2.385 0.610 1.048
H -0.644 -2.306 1.876
H -1.464 -1.493 3.179
H 1.582 -1.871 2.937
H 0.507 -2.707 4.047
H 0.799 -0.987 4.263
F 1.999 -3.922 1.066
C 2.104 -3.656 -0.236
F 3.400 -3.466 -0.527
F 1.656 -4.688 -0.931
C 1.335 -2.369 -0.587
O 1.319 -1.445 0.280
O 0.799 -2.241 -1.698

=====

Entry 9:
51
Properties=species:S:1:pos:R:3 method="wB97M-V/def2-TZVPD" lumo_ev="-9.4 / -9.4" homo_ev="-13.703 / -13.704" charge=+2 e_tot_ha=-2012.07785 e_above_lowest_kj_mol=214.5 mol_weight_g_mol=635.7 homo_lumo_gap_ev="4.35 / 4.28"
Pb -0.211 0.272 0.104
C 1.236 -0.060 3.032
C 0.052 -0.796 2.994
C -1.128 0.169 2.923
C -0.618 1.423 3.047
C 0.868 1.296 3.088
C 1.813 2.401 3.197
C -1.383 2.668 3.328
C -2.550 -0.216 3.135
C -0.115 -2.234 3.181
C 2.640 -0.574 3.103
H 2.326 2.348 4.168
H 1.347 3.378 3.109
H 2.610 2.291 2.453
H -1.872 2.572 4.302
H -2.179 2.832 2.599
H -0.749 3.550 3.355
H -2.750 -0.268 4.211
H -2.794 -1.184 2.702
H -3.220 0.537 2.721
H -0.617 -2.406 4.143
H 0.830 -2.769 3.193
H -0.776 -2.665 2.423
H 3.101 -0.316 4.058
H 3.258 -0.136 2.318
H 2.674 -1.656 3.001
F 3.716 1.671 -5.469
C 2.799 1.862 -4.541
C 2.904 1.207 -3.320
F 3.931 0.406 -3.067
C 1.910 1.375 -2.377
F 2.011 0.691 -1.198
C 0.810 2.192 -2.588
S -0.465 2.429 -1.407
C 0.744 2.871 -3.804
F -0.283 3.676 -4.039
C 1.714 2.698 -4.781
F 1.601 3.314 -5.942
N -2.489 -4.060 -4.219
C -2.020 -3.169 -3.346
C -1.274 -2.041 -3.753
C -0.839 -1.142 -2.823
N -1.071 -1.266 -1.498
C -1.770 -2.350 -1.102
C -2.255 -3.296 -1.957
H -2.333 -3.954 -5.207
H -3.041 -4.844 -3.915
H -1.043 -1.884 -4.798
H -0.283 -0.266 -3.133
H -1.954 -2.439 -0.036
H -2.814 -4.137 -1.571